{
  "formula": "C41H112HfI3N8O11",
  "method": "ωB97M-V/def2-TZVPD",
  "spin_multiplicity": 1,
  "homo_lumo_gap_ev": 6.0,
  "total_energy_ev": -104377.4703,
  "homo_energy_ha": -0.3848,
  "lumo_ev": -4.44,
  "total_charge": 1,
  "symbols": ["C", "Hf", "H", "H", "H", "H", "H", "H", "H", "N", "O", "H", "H", "H", "O", "H", "H", "H", "C", "C", "C", "H", "H", "H", "H", "H", "H", "H", "C", "H", "H", "H", "C", "H", "C", "H", "C", "H", "C", "H", "H", "H", "H", "H", "H", "C", "H", "O", "H", "H", "H", "C", "H", "H", "H", "N", "N", "C", "H", "H", "C", "H", "H", "H", "O", "H", "H", "C", "H", "C", "H", "O", "H", "H", "H", "H", "H", "C", "O", "N", "H", "O", "H", "C", "I", "H", "C", "C", "H", "H", "H", "H", "H", "H", "H", "H", "H", "H", "C", "H", "H", "H", "C", "H", "O", "O", "C", "O", "N", "H", "H", "H", "H", "C", "H", "C", "H", "C", "I", "H", "H", "H", "C", "H", "H", "O", "H", "H", "N", "H", "H", "H", "C", "C", "I", "C", "H", "H", "C", "H", "C", "H", "N", "H", "H", "N", "C", "H", "C", "H", "H", "H", "C", "H", "H", "C", "C", "H", "H", "H", "H", "H", "C", "C", "H", "C", "H", "H", "H", "C", "C", "H", "H", "H", "H", "H"],
  "coordinates": [[7.92217, -2.90035, -3.09879], [-1.37687, 0.62699, -4.02406], [2.25232, -5.64010, 3.30133], [-7.41829, 3.48723, -2.40387], [-6.66689, 6.81626, -1.01967], [-6.35232, 0.02748, 1.05449], [-3.02216, 4.11824, 0.46335], [-1.54474, -5.61687, 0.71937], [6.68743, 1.64476, 1.79842], [-3.25185, -5.14530, 1.71625], [-4.25804, -2.99138, 3.32750], [-4.01566, 2.31769, -3.58388], [3.93407, -2.30200, 1.96942], [-4.13605, 5.00036, 4.47322], [-3.54085, 2.50141, 5.60608], [-1.32339, 2.86308, -6.15089], [2.83004, 1.80550, -3.77372], [7.19815, -1.90327, -5.41652], [-1.51240, -3.54900, 0.88624], [2.58927, -0.35486, 4.68922], [-5.28589, 4.51569, -0.77855], [-3.58870, -4.33450, 2.21547], [1.01185, -6.62564, 4.05389], [-0.01595, 3.53795, -7.76907], [-1.06991, -4.32371, 3.47465], [2.98857, 5.37353, 0.52659], [3.75982, -1.24353, 6.94326], [-3.54832, 0.80433, -1.73345], [-2.67465, -2.68755, -3.47187], [-1.81239, 2.70346, 2.72604], [-2.12594, -3.33717, 0.01057], [3.40544, -0.75180, 0.15906], [-4.13854, 0.58556, -2.62332], [1.10807, 2.36963, -8.48617], [1.11504, 6.45893, 0.29398], [7.04072, 0.10407, 0.99288], [6.72592, -3.20019, -4.02783], [6.56486, -4.27790, -4.00160], [1.85718, 2.09354, -3.37539], [-4.32376, -1.42170, -2.01143], [-2.69466, 2.38322, 6.04380], [2.93564, 0.49877, 5.27184], [5.88058, -4.59041, 1.92632], [-0.48281, -3.49041, 0.53322], [4.24217, 0.37314, -0.90214], [6.38766, 0.97677, 0.99094], [-4.22606, -4.62343, 4.58677], [2.14528, -1.43776, 5.54598], [6.37330, -3.10111, -6.08983], [0.19767, -0.99085, 2.20810], [2.37787, -2.08743, 7.46931], [-7.72354, 3.73839, -1.38807], [8.16150, -1.83734, -3.06975], [-1.32789, -6.11397, 3.27397], [2.09046, 2.09915, -5.82017], [1.63815, 1.29566, 3.05771], [-3.67448, 1.39720, -3.82137], [-5.59580, 1.00484, -2.32115], [-4.87690, 0.70949, 0.74085], [1.94832, 3.10734, -0.03904], [2.02400, 5.27113, 0.02938], [4.76610, -0.18648, 2.00481], [0.58247, 0.17395, 4.43349], [-2.28002, 1.17542, 3.61117], [4.16948, -3.41144, 0.23554], [-5.14776, -1.17903, 3.79144], [4.98638, -1.09993, -0.43332], [1.44517, 0.01610, 3.78623], [0.62804, 6.41816, 1.26828], [-4.58018, -1.15830, 1.74701], [-4.18456, 2.82707, 3.71858], [-2.73101, -1.23116, -3.38768], [1.84465, 1.53619, -2.43874], [-5.02865, -3.20954, 5.21916], [6.96398, -3.66672, 3.89068], [1.31121, -2.01630, 3.21183], [4.07870, 2.03159, 0.39777], [1.04133, 2.26833, -5.57768], [0.37908, -5.34664, 2.46286], [6.58484, -2.71572, 1.40415], [-6.38771, 0.74811, -3.02476], [0.78851, 1.66758, -4.27351], [2.30321, -0.35435, 7.29527], [5.46915, -2.54481, -3.56193], [-0.61882, 0.23345, -1.10154], [-4.74599, 5.41777, -0.49070], [1.34686, 3.94386, 0.31674], [2.67671, -1.26263, 6.82239], [-7.03938, 4.97793, 0.25135], [-8.76646, 4.00905, -1.55286], [2.20078, -2.67349, 0.23193], [3.85251, -0.57814, -2.69706], [-3.34424, -3.15931, -4.19103], [6.57127, 1.40847, 0.00705], [1.14241, 3.83691, 1.38204], [5.19688, -3.70371, 4.25951], [1.76514, -1.09718, 1.81751], [-1.86125, 1.67367, -6.84104], [5.97385, -3.31431, 3.60164], [1.73740, 7.35317, 0.26061], [-4.12572, -2.79209, 0.92981], [4.79397, 0.67762, -3.44267], [-1.00499, -5.18325, 2.80751], [-4.78833, -1.14249, -3.67492], [2.36509, 5.32358, -1.36107], [-5.00991, 3.46858, 0.11082], [4.43583, -0.34170, -3.58697], [4.16191, 1.64264, 1.27149], [-4.62312, -1.99926, 0.55020], [-2.95649, -3.12521, -2.51421], [-5.83165, -4.14077, 3.98959], [-8.13013, 6.15515, -1.51641], [-6.10732, -2.20286, 2.66053], [-3.57872, 3.23484, 0.15040], [-1.14801, 2.26976, 4.31870], [-6.78776, 4.87192, -0.80390], [5.93608, -2.25041, 3.83573], [-3.27144, 2.94042, 4.30293], [0.72427, -1.62983, -4.96115], [3.48548, -3.99877, 2.21181], [-1.72148, -2.76306, 1.61197], [-3.11847, 2.92934, -0.78925], [-1.83190, -4.90913, 1.49703], [2.69204, -3.30953, -1.31897], [0.35275, 3.93739, -0.13026], [5.68030, -1.08241, -3.67338], [0.91416, 1.42635, 2.36571], [-3.32293, 2.43899, 0.84989], [7.06801, -2.90431, -5.38361], [7.68600, -3.28210, -2.10552], [-5.55128, 2.06497, -2.07164], [7.39337, -3.24648, 1.11315], [4.89968, 0.46199, 1.13894], [-3.18926, 4.48286, 4.31868], [-1.29902, 3.94119, -3.16596], [-4.04089, -0.89313, -2.92176], [-1.65279, -3.02106, -3.65261], [-2.84558, 4.75337, 3.32028], [5.62065, -3.55572, 2.14982], [1.08155, -4.91514, 4.40439], [-5.10882, -1.89196, 2.96784], [-4.98907, 4.23755, -1.78981], [-1.23946, 1.86005, -6.06726], [1.52023, 5.29431, -1.81599], [-3.37433, -5.93518, 2.33366], [-7.12380, 6.06947, -1.52331], [-5.35996, 0.09475, 1.50036], [4.59845, -2.95142, -4.07637], [0.05773, 1.69859, -6.68010], [6.06886, -2.46948, 0.57155], [-5.43636, 0.75914, 2.36109], [2.45174, 1.11620, 2.48677], [2.77939, -3.46537, -0.24371], [1.97873, 3.15081, -3.13976], [-3.56282, -0.83793, 1.97163], [4.16708, -3.32885, 1.68767], [1.15718, -1.05521, 2.72124], [5.31690, -2.73723, -2.49990], [-7.72765, 2.86345, -0.73803], [-5.55970, -2.32780, 0.36318], [-4.46463, 1.30391, -4.44351], [8.81845, -3.36484, -3.50990], [0.12674, 2.48853, -8.02687], [4.37062, -0.28844, -0.04545], [-0.67976, 2.32866, -8.74248], [-2.03405, 2.23475, 3.68483], [-5.89620, 0.56561, -1.36987], [2.27676, -4.42679, -0.13815], [0.97020, 3.35568, -5.55099], [-4.85366, -3.77776, 4.30559], [1.20668, -5.64983, 3.60899], [0.28242, 6.56749, -0.40105], [3.84080, -0.34192, -4.50023], [0.13074, 0.64899, -6.96486], [3.50486, -0.55253, 4.13180], [-2.44627, 4.89420, 5.00197]],
  "atomic_forces_ev_per_a": [[-0.3, 0.0, -0.7], [2.0, 0.8, 2.3], [-0.1, 0.1, -0.2], [0.4, -0.2, 0.0], [-0.4, 0.7, -0.3], [-0.3, -0.8, 0.4], [-0.2, 0.3, 0.1], [0.4, -0.4, 0.3], [-0.3, 0.0, -0.1], [0.1, 0.8, -0.1], [-0.3, 1.1, -0.9], [1.6, 1.3, 0.6], [-0.5, 0.2, 0.0], [-0.1, -0.4, 0.2], [-0.3, -0.9, 0.4], [-0.5, 0.9, 1.6], [-0.2, -0.2, -0.7], [0.2, 0.3, -0.3], [-0.4, 0.1, 0.2], [0.1, 0.2, 0.3], [-1.1, 0.6, -0.8], [-0.4, -0.1, 0.2], [-0.3, -0.2, -0.2], [0.4, 0.4, 0.0], [-0.4, 0.0, 0.3], [-0.2, 0.0, 0.3], [0.3, 0.1, -0.8], [0.3, 0.3, -0.2], [1.0, -1.0, 0.5], [0.1, -0.3, -0.1], [-0.2, -0.2, 0.0], [-0.2, 0.2, 0.1], [-1.3, -0.2, -0.1], [-0.2, 0.0, -0.1], [0.3, 0.4, 0.9], [0.2, -0.1, 0.3], [0.5, -1.0, 0.4], [-0.1, -0.2, 0.3], [1.1, -0.8, 0.8], [0.5, -0.2, 0.2], [0.0, 0.0, 0.2], [-0.6, 0.3, 0.4], [-0.3, -0.4, 0.0], [0.1, 0.0, 0.4], [0.0, 0.3, 0.0], [-0.4, -2.1, -0.1], [0.2, 0.1, -0.3], [1.0, 0.9, -1.0], [-0.3, -0.3, 0.2], [-0.6, 0.0, 0.8], [-0.3, -0.2, -0.2], [0.9, 0.2, 0.2], [-0.3, 0.1, 0.2], [-0.4, 0.0, 0.2], [0.0, -0.5, -0.1], [0.9, -0.1, 0.9], [-0.3, -0.9, 0.7], [0.8, -0.2, 1.2], [0.5, 0.0, 0.0], [-0.1, -0.1, 0.0], [-0.6, -0.1, -0.8], [0.1, 0.4, 0.4], [-0.2, -0.4, 0.0], [0.0, -0.1, -0.4], [-2.2, -0.8, 0.5], [-0.2, -0.1, 0.3], [0.3, 0.1, 0.3], [-1.1, 0.8, -2.0], [0.2, -0.1, 0.3], [-0.7, 0.3, 0.1], [0.0, -1.0, -0.2], [-0.1, -0.1, -0.8], [-0.8, 0.0, -0.1], [0.0, 0.2, 0.2], [-0.2, -0.2, -0.2], [-0.6, -0.4, -0.3], [0.0, 0.1, -0.1], [0.2, -1.0, -1.2], [0.4, -0.2, 0.7], [-1.1, 0.5, -0.5], [0.4, 0.1, -0.5], [0.0, 0.7, -0.6], [-0.1, 0.3, 0.0], [0.2, 1.6, 1.0], [-0.4, 0.3, -1.8], [0.3, 0.2, 0.0], [-0.2, 0.3, 0.6], [-0.1, -0.4, 1.6], [-0.2, -0.1, 0.4], [0.0, 0.6, 0.5], [-0.1, -0.1, 0.2], [-0.2, -0.5, -0.2], [-0.1, 0.8, -0.4], [-0.4, 0.4, 0.0], [0.3, -0.2, 0.2], [0.2, -0.6, 0.3], [1.0, 0.6, 0.4], [-0.9, -1.0, -0.1], [-1.6, 0.5, 0.8], [-0.3, 0.2, -0.1], [0.2, -0.9, -0.9], [-0.1, 0.2, 0.0], [0.9, 0.1, -1.6], [0.1, -0.2, -0.4], [0.3, -0.2, -0.3], [1.3, -0.5, 0.1], [1.8, 0.3, 0.2], [-1.5, 0.6, 0.9], [1.2, 0.0, 0.4], [0.0, 0.5, 0.3], [-0.1, -0.2, -0.2], [0.1, 0.5, 0.1], [-0.3, -0.5, 0.5], [-0.3, -0.1, 0.4], [0.0, 0.4, 0.1], [-1.4, -2.1, 0.4], [0.2, 0.2, -0.3], [0.3, 1.8, 0.1], [-1.6, 1.2, 0.4], [-0.1, -0.2, -0.4], [0.2, 0.3, 0.1], [-0.4, 0.1, -0.5], [1.0, -0.9, 0.0], [0.8, 0.4, -0.1], [0.0, -0.1, -0.5], [-2.1, -1.2, -0.3], [-0.5, -0.1, 0.1], [-0.5, 0.0, 0.2], [0.8, 0.9, -0.8], [0.3, 0.1, 0.1], [-0.4, 0.1, -0.3], [0.0, -0.1, 0.0], [2.2, 0.9, -0.8], [1.0, 0.0, -0.8], [-0.3, -1.2, -0.3], [-1.0, 1.0, 0.2], [-0.1, 0.5, -0.2], [0.0, 0.4, -0.2], [1.5, -0.7, -0.2], [-0.1, 0.3, 0.0], [0.6, 0.3, -0.2], [0.3, 0.1, -0.4], [-1.3, 0.1, -0.5], [-0.2, 0.0, -0.3], [-0.1, -0.2, 0.0], [1.2, 0.1, -0.3], [-0.3, 1.6, -0.5], [-0.2, 0.5, -0.5], [1.9, 0.1, -0.7], [0.5, 0.2, -0.5], [0.0, -0.2, 0.2], [0.5, 0.6, -0.3], [0.7, 0.3, -0.1], [-1.0, 0.2, -0.4], [0.3, -0.3, -0.3], [1.7, 0.8, -0.2], [0.0, -1.1, 0.5], [-0.1, -0.2, 0.2], [0.2, -0.1, -0.2], [-0.4, 0.0, 0.2], [0.0, -1.3, -1.3], [-0.1, -0.3, 0.2], [0.3, 0.7, 1.4], [0.0, -0.7, -1.0], [0.1, -0.8, 0.1], [-1.2, 0.3, 0.4], [0.0, -0.2, 0.0], [0.3, -0.2, 0.8], [-0.6, 0.1, 0.4], [-0.6, -0.4, 1.1], [-0.3, 0.3, -0.5], [0.2, -0.3, -0.4], [-0.1, -0.5, -0.1], [0.8, -0.1, 0.7], [0.1, -0.9, -0.3], [0.0, -0.2, 0.2]]
}